ORCA calculation (the ωB97M-V functional and the def2-TZVPD basis) on an isolated molecule of C5H7N.

```
13
C5H7N the ωB97M-V functional and the def2-TZVPD basis
C 1.7856 0.1288 0.0812
C 0.4489 -0.1335 0.1807
C -0.5383 -0.6355 1.0431
C -1.7753 -0.1362 0.5094
C -1.5312 0.3592 -0.7144
N -0.1438 0.3164 -0.9929
H 2.1855 0.0011 -1.1422
H 2.3395 -0.7926 0.5947
H 2.1295 0.7384 0.6595
H -0.3943 -1.2433 1.9071
H -2.6728 -0.1562 1.2509
H -2.1841 0.4432 -1.7271
H 0.3509 1.1101 -1.6499
```

The value obtained for the max |F| is 13.40 eV/Å. Its HOMO energy is -7.829 eV. As for the structure (SMILES): Cc1ccc[nH]1. For the orbital gap, the calculation gives 8.76 eV. Its spin multiplicity is 1. Its lowest unoccupied orbital energy is 0.930 eV. The energy relative to the best compared isomer or geometry (same formula, charge and spin) is 88.1 kcal per mole.


ORCA calculation (the ωB97M-V functional and the def2-TZVPD basis) on a structure of composition C6H8N2O2.

```
18
C6H8N2O2 the ωB97M-V functional and the def2-TZVPD basis
C -2.1770 0.0738 2.7515
C -1.9983 0.6589 1.5767
C -0.7745 0.0071 -0.7897
C -0.3774 1.0568 0.0979
C 0.9028 1.0506 0.5733
C 1.7191 -0.6419 -0.9708
H -2.9046 0.2623 3.6209
H -1.5901 -0.8759 3.0312
H -2.4456 1.6911 1.4159
H -1.3117 0.3235 0.8789
H 0.2061 -1.3502 -2.2030
H -1.2161 1.7659 0.3592
H 1.2230 1.7342 1.3333
H 2.8571 0.4993 0.2354
N 0.3704 -0.7321 -1.3713
N 1.8632 0.2869 0.0504
O -1.9186 -0.4279 -0.9650
O 2.6409 -1.3427 -1.3923
```

The value obtained for the max |F| is 6.01 eV/Å. Its HOMO energy is -8.638 eV. For the orbital gap, the calculation gives 8.85 eV. Its spin multiplicity is 1. Its lowest unoccupied orbital energy is 0.216 eV. The energy relative to the best compared isomer or geometry (same formula, charge and spin) is 93.8 kcal per mole.


ORCA calculation (the ωB97M-V functional and the def2-TZVPD basis) on a cluster of 2 separate species, C27H32BF3O5 in total.

```
68
C27H32BF3O5 the ωB97M-V functional and the def2-TZVPD basis
C 5.3716 -2.9980 -3.3989
O 4.5821 -1.8484 -3.8002
C 3.3433 -1.6824 -3.2579
C 2.5307 -0.6899 -3.8484
C 1.3557 -0.3139 -3.2420
C 0.9249 -0.9307 -2.0645
C -0.3884 -0.5496 -1.4492
O -1.0840 -1.7037 -1.0689
C -1.7078 -2.4511 -2.1401
B 0.3234 0.4179 -0.4675
O 0.1613 1.7710 -0.6371
C 1.3747 2.3540 -0.1061
C 2.2727 2.6590 -1.2978
C 0.9468 3.6416 0.5941
C 1.9564 1.1952 0.8501
C 3.3732 0.7161 0.5541
C 1.8004 1.4565 2.3347
O 1.1177 0.0503 0.5728
C 1.7291 -1.9209 -1.4780
C 2.8715 -2.3688 -2.1080
H 6.3516 -2.8112 -3.8405
H 5.4581 -3.1022 -2.3061
H 4.9317 -3.9092 -3.8267
H 2.9112 -0.1677 -4.7232
H 0.6990 0.4238 -3.6925
H -1.0413 0.0163 -2.1159
H -2.1039 -3.3589 -1.6744
H -2.5122 -1.8874 -2.6489
H -0.9749 -2.7330 -2.9126
H 3.2220 3.0975 -0.9819
H 2.4781 1.7659 -1.9016
H 1.7704 3.3796 -1.9468
H 1.8379 4.1786 0.9689
H 0.4224 4.3075 -0.1095
H 0.2421 3.4928 1.4336
H 4.0981 1.5294 0.6787
H 3.6208 -0.0921 1.2586
H 3.4461 0.2930 -0.4590
H 2.4782 2.2540 2.6706
H 0.7701 1.7511 2.5727
H 2.0378 0.5407 2.8977
H 1.4429 -2.3670 -0.5240
H 3.4474 -3.1985 -1.6847
C -1.6130 1.0107 5.5756
C -1.7687 1.4659 4.2076
C -2.2935 2.6221 3.6773
C -2.3956 2.3987 2.2726
C -2.0306 1.0733 2.0225
C -2.4117 0.1357 1.0316
C -3.2169 0.5242 -0.0678
C -4.2180 -0.3398 -0.4922
C -4.3554 -1.5667 0.1585
C -5.5517 -2.4497 -0.0936
F -5.1680 -3.5955 -0.7513
F -6.1753 -2.8632 1.0482
F -6.5155 -1.8473 -0.8427
C -3.3473 -2.0690 0.9699
C -2.3208 -1.2329 1.3491
O -1.5662 0.5427 3.2187
H -2.0399 1.7482 6.2581
H -2.1241 0.0569 5.7532
H -0.5595 0.8801 5.8442
H -2.6608 3.4757 4.2560
H -2.7460 3.1152 1.5389
H -3.0714 1.5042 -0.5208
H -4.9005 -0.0705 -1.3026
H -3.3544 -3.1082 1.2937
H -1.4842 -1.6180 1.9215
```

The value obtained for the max |F| is 3.35 eV/Å. Its HOMO energy is -7.503 eV. As for the structure (SMILES): COc1ccc([C@@H](OC)B2OC(C)(C)C(C)(C)O2)cc1.Cc1ccc(-c2ccc(C(F)(F)F)cc2)o1. For the orbital gap, the calculation gives 7.71 eV. Its spin multiplicity is 1. Its lowest unoccupied orbital energy is 0.206 eV. The energy relative to the best compared isomer or geometry (same formula, charge and spin) is 0.0 kcal per mole.


ORCA calculation (the ωB97M-V functional and the def2-TZVPD basis) on the ion C2H5BrN3 with charge +1.

```
11
C2H5BrN3 the ωB97M-V functional and the def2-TZVPD basis
N -0.3177 -0.3049 -0.8161
C -0.8499 -0.7935 0.4141
N -0.1156 -0.1604 1.5304
N 0.7127 0.6019 1.2168
C 0.9272 1.1464 0.0635
Br 2.5251 1.0661 -0.8259
H 0.0625 -1.1417 -1.2413
H -0.7719 0.3709 -1.4750
H -0.4484 -1.8773 0.4587
H -1.8576 -0.8647 0.7616
H 0.1338 1.9572 -0.0868
```

The value obtained for the max |F| is 3.77 eV/Å. Its HOMO energy is -15.108 eV. As for the structure (SMILES): NCN=[N+]=CBr. Its net charge is +1. For the orbital gap, the calculation gives 9.67 eV. Its spin multiplicity is 1. Its lowest unoccupied orbital energy is -5.438 eV. The energy relative to the best compared isomer or geometry (same formula, charge and spin) is 78.0 kcal per mole.


ORCA calculation (the ωB97M-V functional and the def2-TZVPD basis) on a cluster of 2 separate species, C3H7O in total.

```
11
C3H7O the ωB97M-V functional and the def2-TZVPD basis
O 1.7091 -2.2100 -0.9701
H 1.2853 -1.3385 -1.1307
C -0.6664 -0.5070 0.5059
C -0.0982 0.6994 0.1789
C -0.7634 1.9050 -0.0547
H -0.2254 -1.3837 0.9427
H 1.6097 -2.1063 -0.0071
H -1.7481 -0.4001 0.6155
H 0.9303 0.7136 -0.1764
H -0.1848 2.8085 0.0731
H -1.8480 1.8190 0.0229
```

The value obtained for the max |F| is 1.47 eV/Å. Its HOMO energy is -0.964 eV. Its net charge is -1. For the orbital gap, the calculation gives 5.58 eV. Its spin multiplicity is 1. Its lowest unoccupied orbital energy is 4.616 eV. The energy relative to the best compared isomer or geometry (same formula, charge and spin) is 37.3 kcal per mole.


ORCA calculation (the ωB97M-V functional and the def2-TZVPD basis) on a structure of composition C46H48N4O3P2S2Tl.

```
106
C46H48N4O3P2S2Tl the ωB97M-V functional and the def2-TZVPD basis
Tl 0.6282 1.3927 0.8770
C -1.7297 3.2283 2.5114
N -0.4915 2.5763 2.9264
C 0.5436 3.5394 3.3187
C 1.1747 4.2990 2.1449
N 2.0768 3.4774 1.3300
C 3.2936 3.1457 2.0648
C 2.2960 4.0245 0.0269
C 3.4837 4.6747 -0.2957
C 3.7151 5.1762 -1.5623
C 2.7534 5.0323 -2.5464
C 1.5674 4.3961 -2.2491
C 1.3240 3.8874 -0.9773
S -0.2388 3.0994 -0.7602
C -0.6686 1.5364 3.8908
C -1.7452 1.5410 4.7737
C -1.9343 0.5231 5.6903
C -1.0601 -0.5502 5.7262
C -0.0022 -0.5851 4.8427
C 0.2128 0.4433 3.9280
S 1.6208 0.2684 2.8936
H -2.0380 4.0130 3.2127
H -2.5140 2.4796 2.4195
H -1.5961 3.6745 1.5267
H 1.3193 2.9987 3.8617
H 0.1158 4.2871 4.0005
H 1.7350 5.1469 2.5656
H 0.3936 4.6967 1.4959
H 3.7059 4.0231 2.5751
H 4.0345 2.7410 1.3803
H 3.0758 2.3800 2.8089
H 4.2403 4.8042 0.4611
H 4.6354 5.6991 -1.7690
H 2.9288 5.4063 -3.5413
H 0.7978 4.2926 -2.9975
H -2.4465 2.3611 4.7556
H -2.7594 0.5753 6.3828
H -1.1977 -1.3462 6.4423
H 0.6891 -1.4134 4.8455
O -1.8251 0.4462 0.7059
P -2.6583 -0.7369 0.3971
C -1.7251 -2.3219 0.6488
P -0.0998 -2.1642 -0.2023
O 0.6478 -0.9852 0.2886
C 0.9417 -3.6037 0.1700
C 1.7264 -4.2652 -0.7643
C 2.6980 -5.1572 -0.3367
C 2.8788 -5.3978 1.0155
C 2.1033 -4.7289 1.9496
C 1.1442 -3.8293 1.5269
C -0.4833 -1.9981 -1.9618
C -0.4865 -0.6960 -2.4467
C -0.7776 -0.4474 -3.7733
C -1.0521 -1.5063 -4.6211
C -1.0519 -2.8069 -4.1411
C -0.7833 -3.0574 -2.8066
C -3.3247 -0.7664 -1.2888
C -3.7923 -1.9346 -1.8797
C -4.3356 -1.8904 -3.1498
C -4.4251 -0.6817 -3.8222
C -3.9744 0.4864 -3.2289
C -3.4249 0.4458 -1.9599
C -4.0833 -0.8613 1.5239
C -3.9233 -0.2980 2.7846
C -4.9540 -0.3333 3.7068
C -6.1501 -0.9483 3.3721
C -6.3146 -1.5112 2.1150
C -5.2883 -1.4666 1.1860
H -2.2778 -3.1942 0.3073
H -1.5416 -2.4037 1.7249
H 1.5862 -4.0843 -1.8212
H 3.3262 -5.6597 -1.0586
H 3.6308 -6.0986 1.3442
H 2.2567 -4.8984 3.0044
H 0.5600 -3.2719 2.2455
H -0.2586 0.1190 -1.7756
H -0.7825 0.5668 -4.1412
H -1.2524 -1.3132 -5.6626
H -1.2630 -3.6225 -4.8152
H -0.8003 -4.0650 -2.4173
H -3.7371 -2.8777 -1.3544
H -4.6937 -2.7971 -3.6152
H -4.8589 -0.6506 -4.8093
H -4.0533 1.4259 -3.7555
H -3.0596 1.3417 -1.4771
H -2.9812 0.1739 3.0248
H -4.8214 0.1139 4.6823
H -6.9534 -0.9892 4.0932
H -7.2519 -1.9853 1.8614
H -5.4395 -1.8831 0.2001
N 2.4633 1.0433 -0.7187
C 2.9946 0.3200 -1.4462
N 3.6116 -0.4216 -2.3053
C 5.0464 -0.6507 -2.2200
C 5.6163 -0.6986 -3.6416
O 4.9475 -1.6601 -4.4221
C 3.5793 -1.3594 -4.5455
C 2.9040 -1.3533 -3.1701
H 5.2349 -1.6063 -1.7139
H 5.5065 0.1564 -1.6518
H 6.6666 -0.9940 -3.6159
H 5.5230 0.2902 -4.1139
H 3.1486 -2.1398 -5.1770
H 3.4485 -0.3829 -5.0357
H 2.9713 -2.3624 -2.7425
H 1.8580 -1.0578 -3.2528
```

The value obtained for the max |F| is 1.64 eV/Å. Its HOMO energy is -9.884 eV. Its net charge is +1. For the orbital gap, the calculation gives 7.55 eV. Its spin multiplicity is 1. Its lowest unoccupied orbital energy is -2.330 eV. The energy relative to the best compared isomer or geometry (same formula, charge and spin) is 0.0 kcal per mole.